{"formula": "C5H8O", "method": "ωB97M-V with the def2-TZVPD basis set", "orbital_gap_ev": 10.61, "e_homo_ev": -9.8, "symbols": ["C", "C", "C", "O", "C", "C", "H", "H", "H", "H", "H", "H", "H", "H"], "positions_angstrom": [[0.2799, 1.4216, 0.9856], [0.5906, -0.1557, -0.1679], [0.2007, -1.5417, 0.3889], [0.3754, -2.6418, -0.4924], [-0.3700, 0.4316, -1.0797], [-1.1367, 1.3417, -1.3136], [-0.7557, 1.1381, 1.0573], [0.6273, 2.0428, 0.1788], [0.5315, 1.9615, 1.9354], [1.5975, -0.2090, -0.6131], [0.8622, -1.7636, 1.2259], [-0.8344, -1.4980, 0.7523], [-0.2215, -2.5581, -1.2477], [-1.8228, 2.1002, -1.6056]], "atomic_forces_ev_per_a": [[0.5, -1.1, -0.2], [0.0, 0.7, 0.7], [0.0, 0.5, 0.5], [0.0, 0.4, -0.3], [-0.3, 0.5, 0.0], [0.0, -0.8, -0.9], [-0.3, 0.6, -0.3], [-0.6, 0.4, 0.0], [0.9, -1.6, -0.2], [-0.3, 0.3, 0.5], [-0.1, 0.0, 0.1], [0.1, 0.0, 0.0], [0.1, 0.1, 0.2], [0.0, -0.1, -0.1]]}

***

{"formula": "C42H90F30N5O6P4S2", "method": "ωB97M-V with the def2-TZVPD basis set", "orbital_gap_ev": 3.82, "charge": -1, "e_homo_ev": -4.0, "symbols": ["C", "C", "C", "N", "C", "C", "C", "C", "C", "H", "H", "H", "H", "H", "H", "H", "H", "H", "H", "H", "H", "H", "H", "H", "H", "H", "H", "C", "C", "C", "N", "C", "C", "C", "C", "C", "H", "H", "H", "H", "H", "H", "H", "H", "H", "H", "H", "H", "H", "H", "H", "H", "H", "H", "C", "C", "C", "N", "C", "C", "C", "C", "C", "H", "H", "H", "H", "H", "H", "H", "H", "H", "H", "H", "H", "H", "H", "H", "H", "H", "H", "C", "C", "C", "N", "C", "C", "C", "C", "C", "H", "H", "H", "H", "H", "H", "H", "H", "H", "H", "H", "H", "H", "H", "H", "H", "H", "H", "C", "C", "C", "N", "C", "C", "C", "C", "C", "H", "H", "H", "H", "H", "H", "H", "H", "H", "H", "H", "H", "H", "H", "H", "H", "H", "H", "C", "F", "F", "F", "S", "O", "O", "O", "C", "F", "F", "F", "S", "O", "O", "O", "P", "F", "F", "F", "F", "F", "F", "P", "F", "F", "F", "F", "F", "F", "P", "F", "F", "F", "F", "F", "F", "P", "F", "F", "F", "F", "F", "F"], "positions_angstrom": [[-4.0118, 6.2472, -6.5822], [-4.1884, 5.7145, -5.1966], [-3.4703, 4.2622, -5.1101], [-2.8893, 4.0794, -3.6621], [-1.6866, 4.9897, -3.4427], [-4.0029, 4.1645, -2.6137], [-3.8630, 2.8713, -1.8691], [-3.5081, 1.8231, -2.9391], [-2.3883, 2.5553, -3.5983], [-4.4405, 7.2473, -6.6469], [-4.5482, 5.6503, -7.3197], [-2.9754, 6.2678, -6.9193], [-5.2024, 5.4555, -4.8918], [-3.7558, 6.5142, -4.5953], [-2.5901, 4.1545, -5.7439], [-4.2011, 3.5032, -5.3895], [-1.1769, 4.8623, -2.4876], [-2.0842, 6.0001, -3.3470], [-1.0100, 4.7239, -4.2549], [-3.9685, 5.0526, -1.9827], [-4.9610, 4.0045, -3.1084], [-3.1816, 2.9251, -1.0201], [-4.8100, 2.6487, -1.3775], [-2.9995, 0.9334, -2.5678], [-4.2586, 1.6691, -3.7144], [-1.4926, 2.5081, -2.9789], [-2.0420, 2.1955, -4.5672], [-0.8972, 1.6537, 3.2275], [-0.3250, 1.2913, 1.7977], [0.5680, 0.0329, 1.8424], [1.0209, -0.4365, 0.4575], [1.8935, -1.6515, 0.8544], [1.8463, 0.6456, -0.3143], [0.9143, 0.9735, -1.5073], [0.4214, -0.4217, -1.9259], [-0.0198, -1.0067, -0.5852], [-0.1813, 2.1588, 3.8759], [-1.1858, 0.7935, 3.8316], [-1.7717, 2.2910, 3.0970], [0.3651, 2.0875, 1.5185], [-1.0381, 1.3768, 0.9777], [0.0899, -0.8358, 2.2950], [1.4373, 0.3584, 2.4137], [2.6434, -1.5637, 1.6406], [2.2647, -2.0015, -0.1088], [1.1309, -2.3502, 1.1986], [2.7325, 0.1402, -0.6980], [2.0294, 1.3507, 0.4966], [1.3656, 1.4064, -2.4000], [0.0619, 1.6231, -1.3086], [1.2409, -0.9390, -2.4248], [-0.3633, -0.4992, -2.6784], [-0.0354, -2.0821, -0.7620], [-0.8946, -0.4709, -0.2168], [5.7632, 1.7154, -5.2770], [5.5755, 0.5454, -4.3424], [6.8745, 0.1490, -3.5806], [6.9647, -1.2751, -2.9935], [7.1685, -2.3537, -4.0012], [5.6833, -1.7565, -2.1757], [6.1794, -2.5969, -0.9979], [7.4789, -1.9472, -0.6858], [8.0654, -1.4621, -1.9115], [6.2260, 1.3182, -6.1804], [6.5054, 2.4608, -4.9915], [4.8511, 2.3104, -5.3230], [5.2202, -0.3451, -4.8609], [4.7707, 0.6883, -3.6212], [6.7794, 0.8136, -2.7219], [7.7375, 0.1742, -4.2459], [6.4688, -2.1504, -4.8118], [6.8984, -3.2974, -3.5273], [8.1858, -2.2971, -4.3885], [4.9354, -2.1265, -2.8770], [5.1374, -0.9196, -1.7403], [6.4132, -3.6336, -1.2404], [5.5042, -2.7489, -0.1559], [8.2181, -2.4439, -0.0574], [7.2287, -1.1191, -0.0227], [8.8162, -2.1716, -2.2594], [8.5073, -0.4858, -1.7119], [-0.4871, -8.0039, -4.4842], [-1.3144, -7.5401, -3.2904], [-1.4634, -6.0895, -3.2483], [-2.1776, -5.4968, -1.9892], [-1.8628, -6.2581, -0.6886], [-1.9647, -4.0270, -1.7681], [-3.1104, -3.3599, -1.0544], [-4.2907, -4.3909, -1.1578], [-3.6609, -5.3369, -2.2741], [-0.2358, -9.0639, -4.4480], [0.5237, -7.5960, -4.4825], [-0.8921, -7.8519, -5.4847], [-1.0018, -7.8971, -2.3091], [-2.3254, -7.9365, -3.3843], [-1.8219, -5.5868, -4.1466], [-0.4333, -5.7962, -3.0461], [-2.2819, -5.7431, 0.1758], [-0.7802, -6.2504, -0.5616], [-2.3446, -7.2220, -0.8524], [-1.0734, -3.9441, -1.1461], [-1.8219, -3.5732, -2.7488], [-3.1001, -3.0839, 0.0000], [-3.3445, -2.4978, -1.6790], [-4.3533, -4.8838, -0.1876], [-5.2435, -3.9366, -1.4294], [-4.1634, -6.3039, -2.2529], [-3.7481, -4.8592, -3.2500], [-4.1092, 1.7721, 5.1982], [-4.9988, 2.5393, 6.1228], [-4.9787, 2.0703, 7.5978], [-5.7946, 2.8439, 8.6191], [-7.2959, 2.5565, 8.3860], [-5.3488, 4.3563, 8.7848], [-4.1838, 4.2743, 9.7606], [-4.2883, 2.9864, 10.5474], [-5.4682, 2.2315, 10.0071], [-4.3899, 0.7401, 4.9879], [-3.0837, 1.6338, 5.5408], [-4.1908, 2.1024, 4.1627], [-6.0509, 2.5002, 5.8404], [-4.9261, 3.6165, 5.9726], [-3.9625, 2.0602, 7.9918], [-5.4952, 1.1105, 7.5847], [-7.5416, 1.6222, 7.8811], [-7.7989, 3.3176, 7.7896], [-7.8144, 2.7455, 9.3260], [-6.2159, 4.7860, 9.2863], [-5.0131, 4.8887, 7.8949], [-4.1179, 5.0982, 10.4712], [-3.2340, 4.5446, 9.2991], [-4.3236, 3.1249, 11.6280], [-3.4128, 2.3752, 10.3279], [-6.3195, 2.3260, 10.6812], [-5.3513, 1.1494, 10.0668], [5.5033, -2.7372, 3.1494], [5.2404, -2.6844, 1.8611], [4.5452, -1.9539, 3.6989], [5.3988, -3.9533, 3.6000], [7.2393, -1.9102, 3.6273], [7.7055, -2.6671, 4.7086], [8.0300, -1.9134, 2.4178], [7.0017, -0.4698, 4.0233], [-2.6052, -3.5990, 3.8131], [-2.9298, -4.4861, 4.9037], [-3.5928, -3.3535, 2.9530], [-2.1353, -2.4372, 4.2638], [-1.0141, -4.2200, 2.7271], [-1.1436, -5.6235, 2.5725], [-1.0993, -3.5221, 1.4545], [0.2249, -3.8587, 3.4348], [2.7927, -4.8394, -3.0139], [1.3339, -4.1354, -3.1234], [2.1432, -5.8282, -1.8874], [2.5533, -5.8519, -4.3019], [4.2164, -5.5326, -2.7847], [3.2929, -3.8185, -4.1534], [3.4015, -3.7640, -1.8992], [1.5944, 3.0135, -5.0594], [2.1699, 2.3999, -6.4576], [0.5066, 3.8502, -5.9401], [0.7291, 1.6489, -4.8792], [0.9567, 3.5038, -3.6236], [2.8186, 2.2666, -4.2907], [2.5961, 4.3638, -5.2081], [5.4970, 1.5021, 1.2768], [6.6904, 0.6392, 1.8487], [6.3143, 1.5864, -0.1347], [4.6114, 0.0821, 0.8690], [4.3661, 2.4421, 0.6664], [4.9819, 1.4049, 2.8491], [6.3370, 2.7791, 1.8680], [-1.6247, 5.5237, 1.0328], [-2.9563, 5.7955, 0.1346], [-0.8128, 4.7249, -0.0845], [-1.0219, 7.0276, 0.6447], [-0.3398, 5.3766, 1.9880], [-2.4407, 6.1994, 2.3131], [-2.3579, 4.1928, 1.6083]], "atomic_forces_ev_per_a": [[-1.0, 0.0, -1.3], [1.4, -2.1, 0.0], [0.7, 2.6, 1.6], [0.1, -1.8, -0.9], [-0.9, -0.1, 0.1], [0.4, -0.9, -0.4], [-1.0, -1.1, 1.3], [1.1, 1.0, 0.1], [0.8, 1.4, -0.2], [0.2, 0.1, -0.1], [-0.1, -0.1, -0.1], [0.1, 0.1, 0.3], [-0.2, 0.8, -0.2], [0.0, -0.7, 0.8], [-0.1, 0.3, -0.1], [0.1, -0.2, 0.6], [-0.3, -0.8, 0.1], [0.3, 0.1, -0.8], [0.1, 0.7, 0.1], [0.2, 0.0, -0.3], [0.1, 0.9, -0.4], [0.6, -0.1, -0.3], [-0.2, 0.0, -0.1], [-0.9, -0.4, 0.2], [-0.5, -0.5, 0.5], [0.0, 0.5, 0.1], [-0.3, 0.4, -0.3], [0.0, -0.3, -0.9], [0.8, 0.5, 1.0], [-1.7, 0.9, -1.1], [2.0, -1.8, 0.4], [-1.2, -0.5, -1.2], [-1.8, -0.7, 0.1], [0.0, 0.0, -1.0], [0.2, 0.7, 0.7], [0.9, 1.5, 0.0], [0.2, 0.3, -0.4], [-0.2, -0.4, -0.4], [0.2, 0.1, 0.1], [0.0, 0.3, 0.2], [-0.5, -0.6, 0.3], [0.0, 0.1, 0.1], [0.3, -0.6, -0.2], [0.1, 0.9, -0.4], [0.5, -0.3, 0.3], [0.3, -0.3, 0.1], [0.1, 0.3, 0.4], [0.6, 0.5, -0.9], [0.6, 0.3, 0.5], [0.0, 0.1, 0.6], [0.2, -0.4, 0.5], [-0.4, 0.5, 0.2], [-0.2, 0.0, 1.5], [-0.6, -0.8, -0.4], [0.7, 0.3, 0.1], [0.1, -1.8, 0.8], [-1.2, -0.6, 0.3], [-1.3, -1.2, 1.9], [-0.5, 0.9, -0.5], [-0.8, 0.9, 0.1], [0.3, -2.0, -1.0], [-0.8, 1.1, 3.3], [1.1, 1.5, -1.6], [-0.8, 0.3, -0.6], [0.2, -0.1, 0.8], [-0.1, -0.5, -0.8], [0.0, 0.1, -0.6], [0.2, 0.5, 0.2], [1.3, 0.0, 0.1], [0.2, 0.7, 0.4], [0.0, -0.2, -0.1], [0.4, 0.0, -0.2], [0.0, -0.2, 0.1], [0.5, -0.7, -0.1], [0.7, 0.7, 0.0], [-0.3, -0.3, -0.8], [-0.1, 0.9, -0.4], [-0.3, -0.6, -0.2], [0.1, 0.5, 0.0], [-0.1, 0.2, -0.6], [0.2, 0.0, -0.5], [1.3, -0.6, 0.1], [-2.1, -1.8, -0.4], [2.0, 2.4, 1.9], [-2.1, 0.6, -0.1], [-0.6, 0.5, -1.2], [2.8, 0.4, 0.8], [-2.4, -0.3, -0.4], [2.1, -0.3, -1.2], [-1.8, -0.9, 1.5], [-0.5, -0.2, 0.3], [-0.1, 0.6, 0.1], [-0.4, 0.4, 0.3], [0.7, -0.1, -0.4], [-0.3, -0.6, -0.2], [-0.2, -0.1, 0.2], [0.1, 0.9, -0.4], [0.0, 0.1, -0.2], [-0.1, -0.3, -0.1], [0.4, -0.1, 0.5], [0.3, 0.2, -0.4], [0.3, -0.1, 0.1], [1.2, 0.1, -0.2], [-0.2, 0.3, 0.4], [-0.3, -0.3, -0.3], [0.1, -0.3, -0.1], [0.2, -0.1, -0.4], [0.0, -0.2, 0.0], [0.2, -1.4, -0.8], [-1.7, 1.1, 0.8], [0.1, 0.3, -0.8], [-0.6, -0.8, 0.1], [-0.2, 2.1, 0.0], [-0.4, -1.1, 1.2], [0.6, 1.5, 0.6], [1.4, -0.9, -0.5], [-0.8, 0.3, 0.7], [-0.6, -0.4, 0.8], [0.1, 0.7, -0.2], [0.6, 0.9, 0.2], [-0.3, -0.8, -0.4], [1.1, 0.2, 0.5], [0.0, -0.4, 0.0], [0.8, -0.3, 0.3], [0.6, -0.2, 0.6], [0.7, 0.3, -0.6], [0.2, -0.8, 0.2], [0.0, 0.3, -0.4], [-0.8, -0.6, -0.3], [-1.1, 0.3, 0.1], [0.2, -1.2, -0.6], [-0.2, 0.0, -0.2], [0.2, 0.1, 0.3], [-0.3, 0.7, -0.4], [0.3, 0.0, -1.2], [1.5, 3.4, 1.2], [0.1, -0.6, -1.2], [-0.2, -0.5, 0.5], [-0.3, -1.3, 0.2], [-1.0, 6.6, -1.0], [0.8, -2.9, 2.3], [0.0, -1.4, -0.9], [-0.6, -3.7, -0.2], [3.6, -1.8, -0.6], [0.0, 2.5, -2.6], [-0.8, -0.4, 1.1], [-1.1, 0.1, 1.0], [2.9, 0.7, 1.0], [-1.4, -2.2, 0.0], [-1.3, 0.9, -0.4], [-2.2, 0.3, 0.1], [1.7, 0.3, -0.1], [-0.2, -0.1, 0.2], [0.0, 0.3, -0.7], [-1.1, -0.4, 1.3], [0.4, -0.8, -0.7], [0.7, 0.7, -0.1], [-1.9, 0.1, 0.1], [2.7, 0.4, -0.6], [-0.2, 0.4, 0.2], [-0.7, -0.6, 0.9], [-0.9, 0.4, -0.4], [0.3, 0.4, -1.0], [-0.3, 0.3, 0.4], [-1.2, -1.3, 0.5], [2.7, -0.6, 3.6], [0.7, -1.6, -1.6], [-0.8, -0.4, -0.6], [0.7, 1.8, -0.2], [-0.6, -0.4, 0.4], [-2.6, 0.1, -1.3], [-0.4, 1.3, -1.4], [-0.1, 2.4, 3.3], [0.6, -0.2, -1.0], [-0.8, 0.1, -0.8], [-0.8, -1.4, -0.7], [-0.1, -0.7, 0.3], [0.3, 1.0, -0.3], [0.7, -1.5, -0.9]]}